The following is a DFT calculation (ωB97M-V/def2-TZVPD) of 2 unconnected molecules or ions with the total composition C4H15N3O at a distorted geometry.

The geometry in ORCA input format:
```
! RIJCOSX wB97M-V def2-TZVPD def2/J DEFGRID3
* xyz 0 1
C -0.439 0.978 1.666
N 0.882 1.571 1.658
C -0.521 -0.321 0.877
C -1.421 -1.374 1.551
N -0.869 -0.020 -0.514
C -0.721 -1.127 -1.464
N 0.662 -1.293 -1.904
H -0.838 0.834 2.675
H -1.139 1.668 1.175
H 1.198 1.992 2.515
H 1.604 0.980 1.280
H 0.421 -0.884 0.794
H -0.950 -1.935 2.361
H -2.246 -0.921 2.133
H -2.007 -1.957 0.840
H -1.763 0.449 -0.593
H -1.186 -0.860 -2.412
H -1.069 -2.050 -1.003
H 1.064 -0.497 -2.364
H 1.280 -1.572 -1.154
H 1.942 1.322 -0.808
H 1.241 1.791 -2.025
O 2.068 1.369 -1.762
*
```

Output
energy relative to the best compared isomer or geometry (same formula, charge and spin)	1.2006	eV
LUMO	0.967	eV
energy	-400.8741	Eh
structure (SMILES)	C[C@H](CN)NCN.O
largest force on an atom	0.043	hartree/bohr
gap between HOMO and LUMO	9.735	eV